DFT (wB97M-V/def2-TZVPD) results for a structure of composition C35H43BrF5NOSSiV in a non-equilibrium geometry.

Geometry (Å):
V: -0.042 2.204 -0.508
C: 3.750 -1.574 2.232
C: 4.617 -1.473 1.006
C: 6.040 -1.839 1.390
C: 4.159 -2.453 -0.058
C: 4.529 -0.040 0.416
C: 5.650 0.735 0.237
C: 5.619 2.038 -0.171
C: 4.384 2.606 -0.457
S: 4.002 4.119 -1.051
C: 2.356 3.772 -1.035
N: 2.080 2.531 -0.681
C: 3.228 1.827 -0.253
C: 3.285 0.517 0.228
C: 1.280 4.651 -1.510
C: 1.443 5.982 -1.902
C: 0.416 6.677 -2.454
C: -0.793 6.038 -2.694
C: -0.980 4.706 -2.257
C: 0.052 3.933 -1.660
H: 4.109 -2.331 2.954
H: 2.731 -1.835 2.027
H: 3.658 -0.708 2.862
H: 6.026 -2.876 1.671
H: 6.359 -1.246 2.265
H: 6.740 -1.739 0.576
H: 4.017 -3.432 0.336
H: 4.837 -2.572 -0.919
H: 3.231 -2.120 -0.523
H: 6.608 0.346 0.559
H: 6.514 2.606 -0.251
H: 2.398 -0.104 0.464
H: 2.352 6.473 -1.835
H: 0.578 7.651 -2.896
H: -1.546 6.619 -3.196
H: -1.920 4.187 -2.390
F: -5.693 4.492 1.657
C: -4.412 4.003 1.549
C: -4.014 3.463 0.374
F: -4.843 3.272 -0.628
C: -2.720 2.991 0.353
F: -2.231 2.383 -0.792
C: -1.770 3.118 1.312
O: -0.541 2.663 1.149
C: -2.189 3.737 2.482
F: -1.387 3.713 3.565
C: -3.486 4.244 2.590
F: -3.909 4.933 3.617
C: -3.440 -2.129 -2.570
C: -3.317 -1.738 -1.080
C: -3.933 -0.312 -0.839
C: -4.255 -2.776 -0.361
Si: -1.619 -1.954 -0.428
Br: -0.303 -0.259 -1.557
C: -0.663 -3.557 -1.042
C: -0.030 -3.422 -2.456
C: 0.554 -3.920 -0.122
C: -1.596 -4.802 -1.011
C: -1.442 -1.465 1.374
C: -2.268 -0.276 1.941
C: 0.041 -1.196 1.792
C: -1.744 -2.835 2.180
H: -4.543 -2.238 -2.779
H: -2.959 -3.065 -2.763
H: -3.088 -1.357 -3.278
H: -4.780 -0.187 -1.509
H: -3.240 0.549 -0.995
H: -4.357 -0.250 0.209
H: -5.301 -2.654 -0.678
H: -4.251 -2.649 0.716
H: -4.017 -3.844 -0.500
H: 0.827 -2.763 -2.337
H: -0.682 -2.944 -3.134
H: 0.277 -4.405 -2.794
H: 1.261 -3.121 -0.095
H: 1.044 -4.767 -0.551
H: 0.227 -4.198 0.873
H: -2.305 -4.728 -1.849
H: -2.113 -4.983 -0.101
H: -1.013 -5.684 -1.245
H: -2.014 0.550 1.324
H: -1.904 -0.139 2.968
H: -3.328 -0.437 1.900
H: 0.543 -0.387 1.320
H: 0.649 -2.114 1.647
H: 0.054 -1.004 2.878
H: -2.573 -3.441 1.794
H: -2.035 -2.401 3.122
H: -0.932 -3.590 2.284

**Spin multiplicity**: 3
**Total charge**: +1
**E**: -6194.31459 Ha
**Frontier orbital gap (spin up / spin down)**: 7.4 / 7.9 eV
**Largest force on an atom**: 2.786 eV/Å
**Expectation value of S²**: 2.0212

Here are the Löwdin charges for atoms 1 to 8, given in e: V 0.838; C -0.044; C -0.544; C -0.062; C -0.041; C -0.154; C -0.022; C -0.049